[1]
The following is a DFT calculation (wB97M-V/def2-TZVPD) of a cluster of 6 separate species, C26H32ClF7O19 in total at a distorted geometry.

XYZ file:
```
85
Properties=species:S:1:pos:R:3:lowdin_charge:R:1
O 4.3672 -1.9567 -4.3790 0.099
C 4.7310 -2.0917 -5.4572 -0.734
Cl 6.2119 -3.0961 -5.6923 0.669
C 3.9791 -1.4824 -6.6584 -0.110
O 4.4790 -0.1943 -7.0540 0.048
C 5.2711 -0.3676 -8.1762 -0.543
O 4.7702 -0.4907 -9.2207 0.226
O 6.5904 -0.4100 -7.8889 0.197
C 7.4157 -0.6256 -8.9791 -0.479
F 7.2803 0.2802 -9.9404 0.196
F 8.6476 -0.4159 -8.5112 0.178
C 7.4060 -2.1000 -9.5492 -0.328
F 6.5356 -2.9034 -8.9256 0.141
F 8.6108 -2.6414 -9.3454 0.167
C 7.1678 -2.2073 -11.0948 -0.597
F 7.1708 -3.4999 -11.3915 0.190
F 6.0821 -1.6404 -11.5196 0.226
F 8.2400 -1.7047 -11.6947 0.188
H 3.9789 -2.2262 -7.4726 0.138
H 2.9281 -1.3383 -6.3657 0.136
C 3.2145 1.4275 -1.6083 -0.014
C 2.8131 0.1305 -0.9442 -0.326
C 2.2258 -0.8937 -1.8758 -0.092
O 1.4111 -1.6684 -0.9866 0.073
C 1.0285 -0.8386 0.0170 -0.533
O 0.1911 -1.0919 0.8254 0.140
O 1.7257 0.3286 -0.0260 0.088
H 3.2592 2.2361 -0.8780 0.088
H 4.1894 1.3284 -2.0865 0.088
H 2.4896 1.7231 -2.3692 0.087
H 3.6547 -0.2764 -0.3750 0.159
H 2.9803 -1.5130 -2.3556 0.119
H 1.5779 -0.4580 -2.6414 0.120
C -1.2687 0.7260 2.4546 -0.017
C -2.6284 1.2828 2.8101 -0.323
C -3.7727 0.3393 2.5667 -0.095
O -4.8684 1.2417 2.3754 0.057
C -4.3442 2.3924 1.8690 -0.557
O -4.9870 3.2829 1.4120 0.156
O -2.9872 2.3819 1.9523 0.086
H -0.5566 1.5335 2.2795 0.095
H -0.8922 0.0899 3.2556 0.096
H -1.3090 0.1374 1.5468 0.056
H -2.6252 1.6561 3.8394 0.156
H -3.9570 -0.3274 3.4072 0.120
H -3.6567 -0.2543 1.6562 0.143
C -5.6325 -1.3254 8.5731 -0.005
C -4.7750 -0.6312 7.5412 -0.327
C -4.3813 -1.4875 6.3680 -0.098
O -3.1658 -0.8629 5.9378 0.042
C -2.6092 -0.2882 7.0409 -0.553
O -1.5053 0.1484 7.0901 0.164
O -3.4875 -0.2872 8.0799 0.080
H -5.5591 -0.8204 9.5348 0.065
H -6.6768 -1.3410 8.2605 0.096
H -5.3096 -2.3563 8.7306 0.094
H -5.2549 0.2979 7.2182 0.161
H -5.1250 -1.4851 5.5723 0.138
H -4.1546 -2.5202 6.6444 0.141
C -4.3518 3.4082 11.3322 -0.018
C -4.4415 2.1907 12.2237 -0.333
C -3.1877 1.3588 12.2789 -0.095
O -3.7041 0.0677 12.6163 0.067
C -4.9679 0.0077 12.1212 -0.560
O -5.6192 -0.9845 12.0459 0.156
O -5.3858 1.2375 11.7115 0.078
H -5.3460 3.7362 11.0278 0.089
H -3.8524 4.2277 11.8493 0.089
H -3.7936 3.1905 10.4196 0.087
H -4.7769 2.4811 13.2240 0.159
H -2.4795 1.7047 13.0298 0.141
H -2.6799 1.2822 11.3140 0.141
C 0.6794 0.7656 -8.9825 -0.012
C 0.0795 0.0315 -7.8048 -0.336
C -1.3642 0.3575 -7.5295 -0.096
O -1.4706 0.0724 -6.1318 0.072
C -0.2415 0.2778 -5.5928 -0.544
O -0.0098 0.3209 -4.4277 0.164
O 0.6971 0.4346 -6.5707 0.070
H 1.7667 0.7991 -8.9025 0.081
H 0.4094 0.2764 -9.9186 0.093
H 0.3299 1.7988 -9.0248 0.089
H 0.2359 -1.0464 -7.9155 0.158
H -2.0563 -0.2538 -8.1060 0.143
H -1.6033 1.4127 -7.6828 0.141
```

## Properties
- relative energy (zero: lowest compared OMol25 entry of this formula, charge and spin) (kcal/mol) = 17.0
- SMILES string = O=C(Cl)COC(=O)OC(F)(F)C(F)(F)C(F)(F)F.C[C@@H]1COC(=O)O1.C[C@@H]1COC(=O)O1.C[C@@H]1COC(=O)O1.C[C@@H]1COC(=O)O1.C[C@@H]1COC(=O)O1
- HOMO-LUMO gap (eV) = 10.29
- HOMO level (eV) = -10.362
- M (g mol⁻¹) = 816.96
- LUMO (eV) = -0.07

***

[2]
The following is a DFT calculation (wB97M-V/def2-TZVPD) of a structure of composition C26H32IN6O5S2Sc.

XYZ file:
```
73
Properties=species:S:1:pos:R:3:lowdin_charge:R:1
Sc 0.7054 0.4814 -0.2709 0.971
C -2.7574 3.5247 0.6046 -0.008
C -3.1873 2.0919 0.5363 -0.239
N -4.4769 1.8477 0.6325 0.144
C -4.9291 0.5900 0.5994 -0.065
C -4.1098 -0.5070 0.4778 -0.122
C -4.7012 -1.8955 0.4611 -0.187
O -4.2011 -2.7111 1.5161 -0.054
C -2.7212 -0.2694 0.3537 -0.055
C -1.8434 -1.4067 0.2537 -0.041
N -0.5907 -1.4775 -0.0845 0.037
C -0.1405 -2.8457 -0.1035 -0.360
C -0.9515 -3.8588 -0.6209 -0.015
C -0.5421 -5.1800 -0.6116 -0.031
C 0.7022 -5.5269 -0.1026 -0.044
C 1.5448 -4.5356 0.3689 -0.123
C 1.1192 -3.2134 0.3583 -0.620
I 2.4723 -1.7356 0.9111 1.341
C -2.2516 1.0426 0.3795 -0.221
O -0.9511 1.2912 0.2958 -0.177
H -3.6415 4.1457 0.7212 0.095
H -2.2349 3.8275 -0.3042 0.081
H -2.1054 3.7043 1.4639 0.080
H -6.0020 0.4666 0.6821 0.126
H -4.4505 -2.4137 -0.4676 0.129
H -5.7894 -1.8248 0.4946 0.130
H -4.7103 -2.5460 2.3171 0.107
H -2.3334 -2.3373 0.5265 0.109
H -1.9055 -3.6055 -1.0635 0.127
H -1.1954 -5.9407 -1.0150 0.124
H 1.0249 -6.5580 -0.0893 0.123
H 2.5284 -4.7869 0.7410 0.108
C 4.0136 0.6371 -1.6142 -0.043
O 3.0878 1.0869 -0.6128 -0.333
C 3.7797 1.4703 0.5690 -0.203
C 2.8276 2.2396 1.4411 -0.124
O 1.5781 1.5175 1.4862 -0.286
C 0.7937 1.7777 2.6818 -0.121
C 0.6286 0.5075 3.4717 -0.193
O -0.1119 -0.3989 2.6843 -0.256
C -0.3626 -1.6168 3.3735 -0.072
H 4.7092 1.4429 -1.8503 0.113
H 3.4468 0.3700 -2.4987 0.082
H 4.5669 -0.2334 -1.2527 0.095
H 4.6385 2.1003 0.3199 0.151
H 4.1636 0.5790 1.0836 0.097
H 2.6308 3.2381 1.0480 0.128
H 3.2391 2.3176 2.4478 0.149
H -0.1800 2.1487 2.3658 0.117
H 1.3012 2.5384 3.2739 0.146
H 0.1002 0.7409 4.4040 0.150
H 1.6076 0.0836 3.7363 0.135
H -0.9346 -1.4315 4.2858 0.106
H 0.5748 -2.1183 3.6356 0.089
H -0.9455 -2.2575 2.7157 0.087
N 1.2026 -2.4550 -2.7762 0.148
C 1.1263 -1.2110 -3.2695 -0.657
N 1.0470 -0.0961 -2.5539 0.012
C 1.0628 1.0030 -3.4303 -0.340
C 1.0878 0.7146 -4.7429 -0.312
S 1.1440 -0.9871 -4.9798 1.140
C 1.0667 2.3371 -2.8488 -0.328
C 1.3080 3.5164 -3.4598 -0.301
S 1.1027 4.8081 -2.3416 1.148
C 0.7263 3.6700 -1.1100 -0.659
N 0.7679 2.4173 -1.5023 0.013
N 0.4488 4.0378 0.1738 0.120
H 1.3788 -2.6124 -1.7979 0.051
H 1.3457 -3.2339 -3.3963 0.122
H 1.0643 1.3960 -5.5746 0.095
H 1.5791 3.7031 -4.4838 0.092
H 0.2207 5.0112 0.3166 0.120
H -0.2071 3.4040 0.6203 0.049
```

## Properties
- relative energy (zero: lowest compared OMol25 entry of this formula, charge and spin) (kcal/mol) = 12.9
- HOMO-LUMO gap (eV) = 7.66
- HOMO level (eV) = -13.341
- M (g mol⁻¹) = 744.57
- net charge = +2
- LUMO (eV) = -5.68

***

[3]
The following is a DFT calculation (wB97M-V/def2-TZVPD) of a structure of composition C26H32N10O10P2STi at a distorted geometry.

XYZ file:
```
82
Properties=species:S:1:pos:R:3:lowdin_charge:R:1
Ti -0.4942 0.3924 0.2688 1.152
N -3.1466 0.7421 3.1585 0.206
C -1.7199 0.5858 3.6708 -0.468
C -1.7451 0.5887 5.2103 -0.050
P -1.2011 -1.0815 3.0784 0.403
O 0.2509 -1.2624 3.6663 -0.075
O -2.2068 -2.0640 3.4748 -0.207
O -0.9477 -0.8572 1.5468 -0.345
P -0.6352 1.9630 3.0861 0.418
O -1.6653 3.1722 3.0865 -0.086
O 0.5442 2.1131 3.9350 -0.220
O -0.3317 1.6804 1.5692 -0.368
H -3.6474 -0.1486 3.2773 0.161
H -3.1775 0.9806 2.1607 0.082
H -3.6289 1.4723 3.6845 0.169
H -2.2369 -0.3096 5.5851 0.098
H -2.2879 1.4653 5.5736 0.101
H -0.7335 0.6465 5.6011 0.091
H 0.2693 -1.8294 4.4500 0.124
H -1.3059 3.9755 3.4883 0.116
C 2.7845 0.1193 2.4293 0.041
O 3.3757 0.5734 1.1736 0.051
C 2.6332 0.6534 0.1175 -0.482
O 1.4159 0.3447 0.0989 -0.062
N 3.2890 1.0752 -0.9599 0.049
N 2.6606 1.2030 -2.1982 0.086
H 3.6244 0.0434 3.1068 0.114
H 2.3249 -0.8500 2.2768 0.090
H 2.0722 0.8542 2.7868 0.066
H 4.2645 1.3097 -0.8343 0.180
H 3.1573 0.6406 -2.8790 0.110
H 2.6831 2.1750 -2.4842 0.109
N -6.4575 2.0477 -4.7006 0.146
C -5.7648 1.5768 -3.6282 -0.292
C -5.2436 2.4660 -2.6732 -0.010
C -4.4933 1.9959 -1.6191 -0.049
C -4.2686 0.6229 -1.5033 -0.322
C -4.7898 -0.2838 -2.4368 -0.039
C -5.5325 0.1931 -3.4856 -0.003
S -3.2702 0.0065 -0.2757 0.691
O -2.6849 1.1562 0.4957 -0.391
O -3.9162 -0.9873 0.5213 -0.223
N -1.8812 -0.4503 -0.9739 -0.180
C -1.3993 -1.7672 -1.0580 -0.464
N -2.1858 -2.8160 -1.1614 0.175
C -1.5505 -3.9891 -1.1471 -0.053
C -0.1688 -4.0917 -1.0198 -0.012
C 0.5364 -2.9169 -0.9262 -0.072
N -0.0713 -1.7231 -0.9639 0.085
H -6.7538 3.0086 -4.7174 0.111
H -6.9902 1.4117 -5.2678 0.111
H -5.4294 3.5301 -2.7716 0.123
H -4.0834 2.6885 -0.8963 0.115
H -4.6187 -1.3518 -2.3336 0.125
H -5.9491 -0.4978 -4.2100 0.125
H -2.1696 -4.8753 -1.2328 0.130
H 0.3309 -5.0498 -1.0101 0.119
H 1.6168 -2.9144 -0.8403 0.128
N -2.7760 3.9834 -5.3858 0.176
C -3.5994 4.9428 -5.9404 -0.192
C -4.2177 5.0356 -7.1913 -0.014
C -4.9978 6.1496 -7.3958 -0.071
C -5.1622 7.1392 -6.3992 -0.070
C -4.5460 7.0325 -5.1750 -0.006
C -3.7482 5.9034 -4.9453 -0.220
N -3.0325 5.5393 -3.8080 0.195
C -2.4787 4.4044 -4.1193 -0.302
C -1.6940 3.6007 -3.1708 -0.109
C -1.5243 4.0436 -1.8660 0.020
C -0.9474 3.2049 -0.9458 -0.085
N -0.5041 1.9626 -1.2421 -0.035
C -0.5866 1.5884 -2.5315 -0.119
C -1.1553 2.3653 -3.5087 0.022
H -2.4714 3.1388 -5.8349 0.153
H -4.0889 4.2846 -7.9607 0.114
H -5.4955 6.2760 -8.3489 0.111
H -5.7814 7.9998 -6.6158 0.110
H -4.6610 7.7900 -4.4098 0.118
H -1.8958 5.0175 -1.5760 0.129
H -0.8589 3.5046 0.0868 0.113
H -0.1957 0.6096 -2.7676 0.113
H -1.2073 1.9688 -4.5140 0.121
```

## Properties
- relative energy (zero: lowest compared OMol25 entry of this formula, charge and spin) (kcal/mol) = 17.8
- HOMO-LUMO gap (eV) = 6.38
- HOMO level (eV) = -12.623
- M (g mol⁻¹) = 786.48
- net charge = +2
- LUMO (eV) = -6.24